Record 1
The following is a DFT calculation (ωB97M-V with the def2-TZVPD basis set) of CH2Br3NO2S as an isolated structure.

Structure (XYZ):
```
10
Properties=species:S:1:pos:R:3:forces:R:3
C 1.31397 0.35071 0.45516 -2.1 -0.3 -2.0
N -1.62026 0.20997 -0.01699 0.5 1.8 -1.3
O 0.09301 -0.46045 -1.90605 -0.6 0.3 -0.7
O -0.32433 -1.76786 0.18434 -0.4 -1.6 -0.1
S -0.27031 -0.55236 -0.54222 2.6 1.6 2.3
Br 2.79121 -0.38678 -0.50689 0.3 0.2 0.4
Br 1.38800 0.09524 2.33190 -0.2 -0.1 -0.3
Br 0.91962 2.17702 -0.03073 0.5 0.4 0.2
H -2.30396 0.89531 -0.39127 1.4 -0.7 -0.2
H -1.98696 -0.56081 0.42276 -2.0 -1.6 1.8
```
Positions in Å, forces in eV/Å.

The charge is 0. For the highest occupied orbital energy, the calculation gives -10.06 eV.


Record 2
The following is a DFT calculation (ωB97M-V with the def2-TZVPD basis set) of a 2-piece molecular cluster, C4H10N overall.

Structure (XYZ):
```
15
Properties=species:S:1:pos:R:3:forces:R:3
C 2.21196 -1.73410 0.84196 0.2 0.1 0.0
N 1.77276 -1.06214 -0.13717 -0.5 -0.8 0.3
H 3.21588 -1.57765 1.19606 0.3 -0.1 0.0
H 1.56695 -2.45991 1.31554 -0.1 0.0 0.2
H 0.78666 -1.16555 -0.39559 -0.1 0.3 -0.3
H 2.34009 -0.43009 -0.67030 0.3 0.5 -0.1
C -1.27132 2.05123 -0.39504 0.4 0.4 0.4
C -1.56281 0.61275 -0.59873 0.2 -0.6 -0.2
C -1.16079 -0.38759 0.19048 -0.5 0.4 0.4
H -0.85149 2.44097 -1.32317 -0.3 0.3 0.0
H -2.14698 2.62247 -0.09479 -0.3 0.0 -0.4
H -0.53642 2.26316 0.38502 0.0 -0.4 0.1
H -2.12973 0.38608 -1.49670 0.2 -0.1 -0.1
H -1.36866 -1.43165 -0.02268 -0.3 0.1 0.0
H -0.86609 -0.12799 1.20510 0.5 -0.2 -0.1
```
Positions in Å, forces in eV/Å.

The charge is +1. For the highest occupied orbital energy, the calculation gives -13.57 eV.


Record 3
The following is a DFT calculation (ωB97M-V with the def2-TZVPD basis set) of C25H43BClKN4O3S2Si3 as an isolated structure.

Structure (XYZ):
```
83
Properties=species:S:1:pos:R:3:forces:R:3
K 0.00145 -1.15790 0.07017 -0.4 -0.2 -0.9
C 3.43441 -1.03060 -0.65753 0.0 -0.1 0.0
O 2.23439 -0.32199 -0.85328 0.0 0.3 -0.2
Si 2.04660 1.32721 -0.46371 0.2 -0.1 0.1
C 3.53503 2.16407 -1.30017 0.0 0.0 0.0
C 2.44773 1.41552 1.38380 0.1 0.1 -0.1
C 0.40682 1.86962 -0.91430 0.0 0.0 0.0
Si -0.38234 3.11005 0.14431 0.1 0.0 -0.1
C 0.69614 4.65853 0.44439 -0.1 0.0 0.0
C -0.91845 2.55503 1.88113 0.0 0.0 -0.1
C -1.99133 3.82450 -0.56136 0.0 0.0 0.1
Si 0.05495 1.94352 -2.69166 0.1 0.1 0.0
C 0.93901 0.58880 -3.68794 -0.2 0.2 0.0
C 0.61912 3.57028 -3.52005 0.0 -0.1 -0.1
C -1.74630 1.73878 -3.22753 0.0 0.0 0.0
H 4.26610 -0.56112 -1.19701 0.0 0.0 0.0
H 3.30186 -2.04639 -1.03666 0.0 0.0 0.0
H 3.67910 -1.11388 0.40490 0.0 0.0 0.0
H 4.48587 1.82549 -0.87765 0.0 0.0 0.0
H 3.46788 3.24560 -1.15434 0.0 0.0 0.0
H 3.55573 1.97890 -2.37662 0.0 0.0 0.0
H 3.38808 0.89269 1.58136 0.0 0.0 0.0
H 1.68629 0.94677 2.00558 -0.1 0.0 0.0
H 2.57141 2.44562 1.72648 0.0 0.0 0.0
H 1.59387 4.41133 1.01554 0.0 0.0 0.0
H 0.14448 5.42149 1.00502 0.0 0.0 0.0
H 1.01794 5.09511 -0.50470 0.0 0.0 0.0
H -0.30921 1.75751 2.30571 0.1 0.0 0.0
H -1.94425 2.18399 1.82333 0.0 0.0 0.0
H -0.91359 3.39740 2.57960 0.0 0.0 0.0
H -1.86157 4.36900 -1.49861 0.0 0.0 0.0
H -2.39625 4.52227 0.17962 0.0 0.0 0.0
H -2.73051 3.03677 -0.72338 0.0 0.0 0.0
H 2.01070 0.50977 -3.50334 0.0 0.0 0.0
H 0.77918 0.79088 -4.75270 0.0 0.0 0.0
H 0.49076 -0.38293 -3.46406 -0.1 0.5 0.0
H 1.69654 3.70723 -3.39297 0.0 0.0 0.0
H 0.12264 4.43965 -3.08135 0.0 0.0 0.0
H 0.39778 3.56219 -4.59297 0.0 0.0 0.0
H -2.22502 0.89756 -2.72124 0.0 0.0 0.0
H -1.76555 1.53883 -4.30475 0.0 0.0 0.0
H -2.35535 2.62676 -3.04632 0.0 0.0 0.0
C 1.16154 -2.71789 -3.59731 0.2 -0.1 0.1
N -0.24279 -2.95646 -3.36621 0.0 0.0 0.1
C -1.27857 -2.54754 -4.18897 0.0 0.0 0.0
C -2.41661 -2.95363 -3.59274 -0.1 -0.1 0.0
N -2.10046 -3.61548 -2.42778 0.0 -0.1 -0.1
B -3.18739 -4.23142 -1.47229 0.1 0.1 0.0
N -3.20896 -3.40009 -0.15613 0.0 -0.1 0.1
C -2.73443 -3.85205 1.06170 -0.1 0.0 -0.1
C -2.75760 -2.83132 1.94096 0.1 -0.1 -0.1
N -3.23565 -1.73258 1.24758 -0.1 0.0 0.1
C -3.24418 -0.37255 1.72405 0.1 0.3 0.0
C -3.51890 -2.09335 -0.03692 0.0 0.1 -0.2
S -4.09315 -1.04793 -1.24918 -0.1 0.0 0.0
C -0.75796 -3.60179 -2.27734 0.0 0.2 0.0
S 0.17002 -4.16617 -0.97126 0.0 -0.2 0.0
H 1.37032 -2.81721 -4.66326 0.0 0.0 0.0
H 1.72542 -3.45519 -3.02833 0.0 0.0 -0.1
H 1.45281 -1.71733 -3.26465 0.1 -0.5 0.0
H -1.10207 -1.98094 -5.08479 0.0 0.0 0.0
H -3.44436 -2.79929 -3.85906 0.0 0.0 0.0
H -2.90989 -5.37040 -1.17014 0.1 0.0 0.0
H -4.23411 -4.14675 -2.07211 -0.1 0.0 0.1
H -2.36004 -4.85398 1.15380 0.0 0.0 0.1
H -2.36873 -2.73981 2.93809 0.0 0.0 0.0
H -3.90800 -0.21331 2.57717 -0.1 -0.2 0.0
H -3.58952 0.24452 0.89565 0.0 0.0 0.0
H -2.23174 -0.08292 2.00912 0.0 0.0 0.1
Cl 2.01232 -0.13626 8.63375 0.0 0.0 0.0
C 1.71082 -0.54811 6.95417 0.0 0.0 0.0
C 0.46204 -0.30038 6.41312 0.0 0.0 0.0
C 0.23402 -0.63269 5.08455 0.0 0.0 0.0
C 1.23636 -1.20039 4.30971 0.1 0.0 0.0
C 2.48278 -1.43087 4.87944 0.0 0.0 0.0
C 2.73133 -1.10964 6.20550 0.0 0.0 0.0
C 0.98292 -1.55306 2.84064 -0.1 0.0 0.1
O 1.94006 -1.99869 2.18683 0.0 0.1 0.0
O -0.18695 -1.33892 2.42929 -0.1 0.1 1.0
H -0.31119 0.14743 7.02275 0.0 0.0 0.0
H -0.72686 -0.44913 4.62188 0.0 0.0 0.0
H 3.24647 -1.86475 4.24720 0.0 0.0 0.0
H 3.69875 -1.28559 6.65674 0.0 0.0 0.0
```
Positions in Å, forces in eV/Å.

The charge is -2. For the highest occupied orbital energy, the calculation gives -2.04 eV.


Record 4
The following is a DFT calculation (ωB97M-V with the def2-TZVPD basis set) of C17H22N4O4 as an isolated structure.

Structure (XYZ):
```
47
Properties=species:S:1:pos:R:3:forces:R:3
C -0.93720 1.70637 0.64665 2.1 -0.6 -3.9
N -1.31223 0.36407 0.86905 -3.2 1.1 -2.7
C -0.55793 -0.15077 1.92867 -5.1 -3.1 3.8
C 0.72361 -0.64020 1.51721 -4.1 -0.7 0.1
N 1.67995 0.01431 1.12576 -2.3 10.8 2.2
C 2.58437 -0.74242 0.89109 8.9 -5.4 -3.6
N 2.16591 -2.03439 1.00753 7.4 0.3 -3.3
O 0.95221 -1.86731 1.17147 -6.8 -3.3 3.9
C 3.89502 -0.17241 0.33055 0.1 -0.8 1.9
C 4.28208 1.11476 0.46966 -5.3 6.1 2.3
C 5.42841 1.84600 0.11298 -0.6 -17.5 -1.8
C 6.30674 0.82185 -0.44201 1.4 -2.7 0.8
C 6.13858 -0.82385 -0.50760 -12.5 14.0 4.3
C 4.91589 -1.04559 0.01786 -0.1 -7.5 -2.8
H 4.64496 -2.19775 -0.18359 0.1 2.2 1.3
O 7.14000 -1.35155 -0.73527 12.3 -7.3 -3.5
C 8.23816 -0.50680 -1.04352 -1.4 5.3 -2.1
O 7.65371 0.87732 -0.68730 0.6 -0.1 -0.7
H 8.59921 -0.25453 -2.22195 -1.3 -1.9 3.0
H 9.05647 -0.51002 -0.35555 0.5 -1.2 0.2
H 5.67734 2.69197 0.04271 2.8 12.2 -0.2
H 3.36422 1.93474 0.98555 2.6 -2.8 -1.6
H -0.67748 0.58131 2.84201 1.2 -1.2 -1.9
H -1.30168 -1.09731 2.44812 2.5 2.1 -1.5
C -1.56791 -0.31151 -0.54595 -1.1 -5.9 13.6
C -2.78239 -0.23554 -1.09760 -4.3 3.9 12.7
N -3.96571 -1.12203 -0.44702 2.2 5.3 2.1
C -5.04592 -1.11177 -1.35627 -2.8 -6.9 3.1
C -6.05312 -0.10220 -1.53302 4.2 3.6 -3.5
H -6.81568 -0.40922 -2.14829 -1.8 -0.6 -1.4
O -6.45630 0.63576 -0.51164 -4.7 -1.4 2.8
C -5.44021 0.89445 0.26218 4.0 5.1 5.8
C -4.46026 -0.21993 0.75711 -6.3 -5.4 -3.6
H -3.67069 -0.04150 1.31154 3.7 1.8 2.6
H -5.09914 -1.06308 1.30988 1.0 2.0 -0.6
H -5.83689 1.52302 1.32545 1.0 -1.9 -3.1
H -4.80080 1.72811 -0.26585 -0.6 -1.2 0.7
H -5.40612 0.69788 -1.95942 -0.3 0.1 -2.2
H -4.71511 -1.66820 -2.22983 -0.6 0.3 -0.5
H -5.80389 -1.89562 -0.71052 1.8 0.7 -1.7
H -2.95300 0.74286 -1.06447 -2.2 4.3 -0.7
H -2.87460 -0.63122 -1.83792 -0.7 -6.9 -16.0
H -1.65773 -1.56685 0.05001 0.5 2.8 -1.9
H -0.76056 -0.46614 -0.95535 8.2 -0.7 -5.1
H -1.19872 2.39422 1.37444 0.1 1.2 1.9
H -1.44168 2.06241 -0.24643 -0.3 0.2 -0.2
H 0.14612 1.60828 0.28889 -0.8 1.5 0.9
```
Positions in Å, forces in eV/Å.

The charge is 0. For the highest occupied orbital energy, the calculation gives -7.43 eV.


Record 5
The following is a DFT calculation (ωB97M-V with the def2-TZVPD basis set) of C17H14BrF3LuN6S2 as an isolated structure.

Structure (XYZ):
```
44
Properties=species:S:1:pos:R:3:forces:R:3
Lu -0.10925 0.67612 1.12294 0.1 -0.1 0.0
N -1.74523 -1.79005 2.52419 0.2 0.1 0.0
C -1.60308 -2.08577 1.17037 0.0 0.0 0.0
N -0.73078 -1.38412 0.46379 0.0 0.0 -0.3
C -0.74370 -1.76205 -0.88602 -0.2 -0.1 -0.1
C -1.64681 -2.72400 -1.16492 0.1 0.0 0.1
S -2.47167 -3.22746 0.26391 0.0 0.0 0.0
C 0.28557 0.50697 -1.48243 -0.1 0.1 0.2
C 0.64459 0.73715 -2.95278 0.0 0.0 0.0
S 2.45083 0.81056 -2.91376 0.0 0.0 0.0
C 2.47458 1.06134 -1.17976 0.0 -0.1 0.0
N 1.32303 0.90423 -0.52547 0.2 0.1 -0.1
N 3.61976 1.37148 -0.61116 0.0 0.0 0.1
H -0.96476 -2.13193 3.08015 -0.1 0.0 0.0
H -2.61439 -2.11086 2.93871 0.0 0.0 0.0
H -1.87510 -3.17503 -2.11917 0.0 0.0 0.0
H 0.23629 1.61002 -3.45707 0.0 0.0 0.0
H 4.44872 1.54968 -1.16178 0.0 0.0 0.0
H 3.69170 1.52947 0.38028 0.0 0.0 0.0
F -1.38240 -0.41665 -5.94534 0.0 -0.1 0.0
C -1.94139 -1.03110 -4.90494 0.0 0.0 0.0
F -1.53669 -2.31205 -4.89257 -0.1 0.0 0.0
F -3.25887 -1.00581 -5.02622 0.0 0.0 0.0
C -1.46585 -0.36172 -3.62010 -0.1 0.1 -0.1
C -2.30648 0.44102 -2.95200 0.0 -0.1 0.1
C -2.04709 1.06760 -1.66587 0.1 0.0 0.0
N -0.95288 1.10365 -0.98057 -0.2 -0.1 0.0
C 0.18524 -1.01002 -1.77349 0.0 0.0 -0.1
C -0.03450 -0.63636 -3.26911 0.0 0.0 0.0
H -3.30981 0.58700 -3.33157 0.0 0.0 0.0
H -2.90470 1.54757 -1.20098 0.0 0.0 0.0
H 1.19655 -1.41761 -1.69806 0.0 0.0 0.0
H 0.44561 -1.28190 -3.99822 0.0 0.0 0.0
Br -0.84695 1.23370 6.88164 0.0 0.0 0.0
C 0.40686 1.26005 5.50854 0.1 0.0 -0.2
C 1.75285 1.53275 5.74776 0.0 0.0 0.0
C 2.64416 1.53486 4.68496 0.0 0.0 -0.1
C 2.17715 1.27319 3.41400 0.0 0.0 0.0
N 0.87864 1.00971 3.16458 -0.1 0.1 0.1
C 0.01658 1.00294 4.20482 -0.1 0.0 0.1
H 2.09558 1.73817 6.75395 0.0 0.0 0.0
H 3.69368 1.73839 4.84485 0.0 0.0 0.0
H 2.85185 1.25987 2.56803 0.0 0.0 0.0
H -1.02740 0.77698 3.99591 0.0 0.0 0.0
```
Positions in Å, forces in eV/Å.

The charge is +3. For the highest occupied orbital energy, the calculation gives -17.81 eV.


Record 6
The following is a DFT calculation (ωB97M-V with the def2-TZVPD basis set) of a 12-piece molecular cluster, H26O13 overall.

Structure (XYZ):
```
39
Properties=species:S:1:pos:R:3:forces:R:3
H -0.94487 0.54927 0.18543 0.1 0.1 0.0
H -0.09965 -0.70723 0.05562 0.3 0.1 -0.1
H 3.74287 -0.27501 -1.11183 0.2 0.2 -0.1
H 3.50185 1.05948 -0.42547 -0.1 0.0 0.0
H 0.49388 -2.30463 -3.21861 0.1 0.0 0.0
H 1.25802 -0.99457 -3.11922 0.0 0.0 0.0
H -5.02532 -2.76211 1.03267 -0.1 0.0 -0.1
H -4.54946 -1.36803 0.65830 0.0 0.3 0.0
H 2.23636 2.69064 -2.82953 0.0 0.0 0.1
H 1.17187 3.31066 -1.93932 -0.1 0.0 0.1
H -1.27377 0.83677 2.95935 0.0 0.0 0.0
H -0.60782 -0.28761 2.18325 0.2 0.1 0.1
H -3.06299 0.06113 -1.06411 0.0 0.3 0.0
H -2.33780 -1.02150 -0.28176 0.2 0.3 -0.2
H 4.03945 -2.20772 2.10375 0.7 0.3 1.5
H 4.55862 -1.32144 0.98348 0.2 0.0 0.0
H -4.26126 3.34341 0.03982 0.0 -0.1 -0.1
H -2.78367 3.32432 -0.31574 0.0 -0.1 -0.1
H 2.32574 -2.77718 0.24486 0.0 0.1 -0.2
H 2.67533 -1.64641 -0.70865 -0.9 -0.4 -0.9
H 2.96911 -0.03922 2.72637 0.0 -0.3 -0.3
H 1.62056 -0.33829 3.36041 -0.1 0.3 -0.1
H -2.81063 -2.83537 -0.52952 -0.1 -0.3 -0.1
H -3.56283 -3.12018 -1.81914 -0.1 -0.1 0.0
H 0.79815 4.44493 0.62556 0.0 0.0 0.0
H -0.67967 4.75751 0.79403 0.1 0.1 0.0
O -0.17661 0.19449 -0.27597 0.2 -0.3 -0.4
O 4.20768 0.47881 -0.73143 0.0 0.0 0.0
O 1.34905 -1.94122 -2.96249 -0.2 0.1 -0.1
O -5.34215 -1.86215 0.89598 0.1 -0.1 0.1
O 1.67565 2.49930 -2.06928 0.1 0.1 -0.1
O -0.46698 0.61881 2.47917 -0.5 0.1 0.3
O -2.83760 -0.20557 -0.16574 -0.6 -0.5 0.2
O 3.76467 -1.77582 1.28708 6.3 3.1 11.3
O -3.63902 2.98599 -0.60366 0.1 0.1 0.2
O 3.07580 -2.28649 -0.10957 -5.8 -3.6 -11.9
O 2.10272 -0.41265 2.52915 -0.4 0.2 0.7
O -3.16754 -3.55864 -1.05724 0.1 0.2 0.0
O 0.06226 4.89349 0.19400 -0.1 -0.1 0.1
```
Positions in Å, forces in eV/Å.

The charge is 0. For the highest occupied orbital energy, the calculation gives -6.65 eV.


How do the records compare in gap between HOMO and LUMO? In the order shown, they have 0.3656; 0.2950; 0.2146; 0.2962; 0.2792; 0.2310 Ha.
How do the records compare in electronic energy? In the order shown, they have -8364.699198; -212.846323; -4173.382533; -1180.195519; -5889.405862; -993.469186 a.u..
How do the records compare in relative energy (zero: lowest compared OMol25 entry of this formula, charge and spin)? In the order shown, they have 0.748; 2.014; 0.000; 25.178; 1.585; 8.274 eV.